DFT (wB97M-V/def2-TZVPD) results for a structure of composition C44H40CdN6O2S4 at a distorted geometry.

The HOMO energy comes out at -6.84 eV. The value obtained for the frontier orbital gap is 6.5712 eV. As for the spin multiplicity: 1. The energy above the lowest of the compared OMol25 structures with the same formula, charge and spin comes out at 0.476 eV. The LUMO energy comes out at -0.27 eV.

Last column: Löwdin charge in e.
Geometry (Å):
Cd (-0.72735, 1.45315, 2.63384)  1.2388
S (1.35528, 2.80977, 3.76483)  0.4335
C (0.90224, 1.79604, 5.11709)  -0.8362
C (1.76074, 1.73670, 6.20987)  -0.1341
C (1.45767, 0.78921, 7.13550)  -0.0993
C (0.33660, 0.00259, 6.99411)  -0.1060
C (-0.41941, 0.09438, 5.87226)  -0.1370
N (-0.19561, 1.05744, 4.93314)  -0.0608
H (2.55018, 2.46587, 6.36927)  0.1011
H (2.04077, 0.72261, 8.05421)  0.1099
H (0.10678, -0.77013, 7.72694)  0.1019
H (-1.27439, -0.48310, 5.62018)  0.1018
N (-1.64419, 3.85951, 2.32522)  -0.0703
C (-3.08894, 4.18109, 2.31230)  -0.2652
C (-3.66054, 3.20868, 3.31142)  -0.1473
C (-3.77775, 1.82560, 2.61768)  -0.7144
O (-4.75065, 1.69597, 1.86458)  -0.0140
O (-2.92230, 0.91274, 2.83270)  -0.1824
H (-1.14764, 4.13351, 3.15578)  0.0131
H (-1.10261, 4.19727, 1.52730)  0.0492
H (-3.44166, 3.96737, 1.29842)  0.1050
H (-3.21592, 5.27397, 2.61026)  0.1221
H (-4.63040, 3.66442, 3.59928)  0.1122
H (-3.04989, 3.14450, 4.27114)  0.1247
N (-0.16921, -0.84916, 2.03663)  -0.3491
S (0.58191, -1.57243, 1.07126)  0.7643
N (-0.07263, -1.81050, -0.56822)  -0.3380
S (0.37603, -1.02596, -1.80794)  0.8189
N (0.43422, 0.49221, -1.81662)  -0.3794
S (-0.60374, 1.45704, -0.93554)  0.7195
N (-0.30409, 1.61994, 0.45636)  -0.3480
C (-0.37764, 2.94001, -1.84410)  -0.3253
C (-1.18429, 3.94507, -1.37931)  -0.0985
C (-1.08928, 5.15832, -1.95154)  -0.0674
C (-0.26083, 5.35725, -3.10935)  -0.0417
C (0.53518, 4.27731, -3.59363)  -0.0650
C (0.43467, 3.02337, -2.97798)  -0.0641
C (-2.23235, 0.90893, -1.41200)  -0.3095
C (-2.59723, 0.98675, -2.75488)  -0.0842
C (-3.90547, 0.69825, -3.13867)  -0.0713
C (-4.78573, 0.24254, -2.19628)  -0.0841
C (-4.40763, 0.08626, -0.88756)  -0.0405
C (-3.12543, 0.45790, -0.45909)  -0.0244
C (1.98093, -1.50550, -2.43889)  -0.3347
C (2.31284, -2.79622, -2.81907)  -0.0501
C (3.63062, -3.12351, -3.22197)  -0.0658
C (4.60556, -2.15788, -3.29086)  -0.0827
C (4.19245, -0.82812, -3.07451)  -0.0348
C (2.84238, -0.51883, -2.68539)  -0.0764
C (-0.73188, -1.63780, -3.07348)  -0.3086
C (-1.63087, -2.67626, -2.94705)  -0.0456
C (-2.49479, -2.94699, -4.01202)  -0.0565
C (-2.45983, -2.23831, -5.22289)  -0.0416
C (-1.53067, -1.19013, -5.29926)  -0.0632
C (-0.68249, -0.88579, -4.23883)  -0.0947
C (2.34992, -1.04659, 0.75268)  -0.2332
C (3.34180, -1.99661, 0.17431)  -0.0580
C (4.62607, -1.57716, -0.00560)  -0.1112
C (5.04354, -0.29518, 0.38050)  -0.0528
C (4.10255, 0.56019, 0.98627)  -0.0612
C (2.82462, 0.14554, 1.26673)  -0.0969
C (0.74617, -3.35172, 1.53524)  -0.3062
C (0.84285, -4.35886, 0.62998)  -0.0974
C (1.01216, -5.69191, 1.02961)  -0.0674
C (1.12629, -5.94688, 2.37178)  -0.0705
C (0.88171, -4.91516, 3.32928)  -0.0450
C (0.74208, -3.61782, 2.87848)  -0.0761
H (-1.95823, 3.77281, -0.62965)  0.1150
H (-1.56940, 6.03786, -1.60660)  0.0976
H (-0.24723, 6.41877, -3.49830)  0.1188
H (1.15093, 4.40259, -4.49599)  0.1053
H (1.00490, 2.13502, -3.26826)  0.0873
H (-1.86428, 1.32245, -3.47224)  0.0994
H (-4.20423, 0.75370, -4.18485)  0.1108
H (-5.73438, -0.12458, -2.51810)  0.1022
H (-5.17505, -0.24543, -0.22887)  0.1068
H (-2.88182, 0.43585, 0.60921)  0.0876
H (1.67302, -3.64035, -2.83757)  0.1043
H (3.88521, -4.16958, -3.42604)  0.1157
H (5.61111, -2.44964, -3.50046)  0.1034
H (4.98597, -0.06865, -3.05772)  0.1145
H (2.61460, 0.56014, -2.57931)  0.1173
H (-1.66221, -3.30691, -2.05870)  0.1166
H (-3.07523, -3.86405, -3.94032)  0.1090
H (-3.12414, -2.49228, -6.00238)  0.0943
H (-1.43076, -0.60417, -6.18448)  0.1006
H (0.00568, 0.00306, -4.28468)  0.1281
H (3.00285, -2.98285, -0.06483)  0.0883
H (5.29871, -2.26820, -0.43413)  0.0939
H (6.03592, 0.02389, 0.12787)  0.0985
H (4.40462, 1.58837, 1.27715)  0.1234
H (2.13026, 0.78736, 1.80916)  0.0426
H (0.84835, -4.11005, -0.40972)  0.0779
H (1.05984, -6.44988, 0.28826)  0.0958
H (1.31283, -6.94758, 2.72408)  0.0991
H (0.89701, -5.25119, 4.35914)  0.1056
H (0.62368, -2.80117, 3.59442)  0.1121